1.
# H2N5O2

An isolated ion of composition H2N5O2 and charge -1 at a distorted geometry (wB97M-V/def2-TZVPD, the Open Molecules 2025 dataset).

Values from the calculation:
Max |F| = 0.0562 hartree/bohr
Net charge = -1
E_HOMO (spin up / spin down) = -2.95 / -2.95 eV
SMILES = [O-]N1NNN=[N+]1[O-]
Energy above the lowest of the compared OMol25 structures with the same formula, charge and spin = 254.2 kJ/mol
Frontier orbital gap (spin up / spin down) = 0.2906 / 0.2906 hartree

Atoms and positions in Å:
N -0.1702 0.6136 -1.2398
N -0.6431 -0.7166 -1.0232
N -0.5110 -1.0071 0.3523
N 0.5057 0.9967 -0.2355
N 0.1194 0.3163 1.0046
O 1.1175 2.0946 -0.2278
O 1.0441 -0.0309 1.8380
H -1.7411 -0.6346 -1.1232
H 0.2788 -1.6321 0.6547



2.
# C3H5ClFN

A 2-piece molecular cluster, C3H5ClFN overall at a distorted geometry (wB97M-V/def2-TZVPD, the Open Molecules 2025 dataset).

Values from the calculation:
Max |F| = 0.1219 hartree/bohr
Net charge = 0
E_HOMO = -9.28 eV
SMILES = C#CCl.CNF
Energy above the lowest of the compared OMol25 structures with the same formula, charge and spin = 419.4 kJ/mol
Frontier orbital gap = 0.3684 hartree

Atoms and positions in Å:
C -2.0900 -1.7092 -0.1178
C -2.9021 -0.8080 0.0311
C 0.4528 0.2877 0.4710
N -0.4085 1.3571 0.8232
F -0.8412 1.8955 -0.4335
Cl -3.9061 0.4541 0.2088
H -1.8132 -2.7166 -0.3513
H -1.3069 1.1074 1.2483
H 1.1318 -0.0794 1.1508
H -0.2648 -0.4777 -0.0380
H 0.9684 0.6208 -0.4749



3.
# C20H26BClF2N4O9

A 3-piece molecular cluster, C20H26BClF2N4O9 overall at a distorted geometry (wB97M-V/def2-TZVPD, the Open Molecules 2025 dataset).

Values from the calculation:
Max |F| = 0.0295 hartree/bohr
Net charge = 0
E_HOMO = -9.17 eV
SMILES = CB(O)c1c(C[C@H](C)Cl)cc(CC(N)(N)N)c2c1C(=O)NC2=O.O=C1OC[C@@H](F)O1.O=C1OC[C@@H](F)O1
Energy above the lowest of the compared OMol25 structures with the same formula, charge and spin = 0.0 kJ/mol
Frontier orbital gap = 0.3364 hartree

Atoms and positions in Å:
C -1.7660 3.9297 0.0746
B -1.7798 2.3645 -0.0482
O -2.1145 1.8641 -1.3195
C -1.4136 1.3804 1.1339
C -0.9645 0.0438 0.9327
C -0.8440 -0.5824 -0.4377
C 0.4728 -0.2955 -1.1821
C 0.6868 -1.3854 -2.2355
Cl 1.8721 -0.4080 -0.0557
C -0.6033 -0.7602 2.0090
C -0.6654 -0.3349 3.3331
C -0.2373 -1.2121 4.4687
C 1.3396 -1.3546 4.5594
N 1.8142 -2.5859 3.9652
N 1.9401 -0.2105 3.8336
N 1.6900 -1.3123 5.9708
C -1.1255 0.9519 3.5355
C -1.4930 1.7798 2.4728
C -1.9432 3.0685 3.1306
O -2.7804 3.8636 2.8446
N -1.1878 3.0793 4.3355
C -1.2889 1.7413 4.7976
O -1.5349 1.4108 5.9168
H -1.0539 4.3044 0.8043
H -2.7559 4.1999 0.4506
H -1.6642 4.4154 -0.8932
H -1.3407 2.0001 -1.8784
H -1.6827 -0.3598 -1.0798
H -0.8547 -1.6607 -0.2909
H 0.4332 0.6693 -1.6835
H 1.6182 -1.2453 -2.7758
H -0.1536 -1.4449 -2.9123
H 0.7006 -2.3369 -1.7103
H -0.2428 -1.7577 1.7957
H -0.6821 -2.1964 4.3362
H -0.5808 -0.8143 5.4174
H 1.9688 -2.4735 2.9710
H 1.1348 -3.3294 4.0565
H 2.5322 0.3038 4.4712
H 2.5307 -0.5172 3.0699
H 1.4707 -0.3834 6.3152
H 2.6951 -1.4503 6.0159
H -1.5154 3.7798 4.9963
C 4.9882 1.4495 -3.1863
C 3.5538 1.1297 -3.5357
O 3.6418 -0.2064 -3.9880
C 4.7056 -0.7827 -3.3476
O 4.9091 -1.9454 -3.2956
O 5.4855 0.1715 -2.7803
F 3.0893 1.9119 -4.5435
H 5.5443 1.7998 -4.0570
H 5.0820 2.1762 -2.3838
H 2.8619 1.1815 -2.6921
C -3.2151 -2.5730 -5.8406
C -4.1958 -1.6134 -5.2060
O -4.0233 -1.8762 -3.8243
C -2.7461 -2.3132 -3.6521
O -2.1882 -2.3762 -2.6076
O -2.1937 -2.6546 -4.8402
F -5.4737 -1.8872 -5.5573
H -3.6574 -3.5583 -5.9915
H -2.8090 -2.2129 -6.7819
H -3.9903 -0.5594 -5.4004